1.
67
Properties=species:S:1:pos:R:3 method="wB97M-V/def2-TZVPD" max_force_ev_per_a=2.333 e_lumo_ev="-6.4 / -9.3" spin_multiplicity=5 charge=+2 e_tot_ha=-2751.2932
Os -1.80 1.62 -0.93
C -0.85 5.77 -0.97
C -1.53 4.45 -0.95
N -0.86 3.32 -0.99
N 0.46 3.32 -1.09
C 0.96 2.10 -1.28
O 0.18 1.10 -1.41
C 2.42 2.00 -1.26
C 3.06 0.76 -1.25
C 4.43 0.70 -1.05
C 5.17 1.86 -0.90
C 4.54 3.10 -0.98
C 3.18 3.18 -1.16
C -2.96 4.26 -0.96
C -3.88 5.32 -0.96
C -5.22 5.06 -1.12
C -5.64 3.74 -1.23
C -4.70 2.73 -1.15
N -3.38 2.96 -1.02
H 0.23 5.61 -0.97
H -1.13 6.37 -0.10
H -1.12 6.33 -1.87
H 2.48 -0.14 -1.37
H 4.92 -0.27 -1.01
H 6.23 1.81 -0.71
H 5.12 4.01 -0.89
H 2.69 4.13 -1.22
H -3.50 6.33 -0.85
H -5.94 5.87 -1.15
H -6.68 3.49 -1.35
H -5.01 1.69 -1.18
N -0.90 1.21 1.38
C -1.74 0.40 2.28
C -3.20 0.47 1.84
C -3.73 -0.77 1.12
C -2.89 -1.31 -0.03
N -2.75 -0.35 -1.16
H 0.05 0.84 1.35
H -0.84 2.16 1.74
H -1.64 0.75 3.31
H -1.39 -0.63 2.26
H -3.31 1.36 1.20
H -3.84 0.64 2.72
H -4.74 -0.55 0.76
H -3.82 -1.58 1.85
H -3.36 -2.23 -0.39
H -1.88 -1.56 0.30
H -3.67 -0.29 -1.61
H -2.12 -0.78 -1.84
S 1.33 -7.01 -1.58
C 1.36 -5.49 -0.93
S 0.34 -4.24 -1.57
C 1.05 -3.11 -0.38
N 1.93 -3.70 0.37
N 2.12 -4.98 0.10
C 3.04 -5.67 0.90
C 3.90 -4.90 1.71
C 4.81 -5.53 2.52
C 4.89 -6.92 2.55
C 4.03 -7.68 1.75
C 3.10 -7.06 0.95
S 0.59 -1.52 -0.26
H 3.83 -3.82 1.67
H 5.47 -4.94 3.14
H 5.61 -7.41 3.19
H 4.08 -8.75 1.78
H 2.41 -7.65 0.38

2.
27
Properties=species:S:1:pos:R:3 method="wB97M-V/def2-TZVPD" max_force_ev_per_a=4.939 e_lumo_ev=0.7 smiles=Cc1ccc(O)cc1.CCC de_lowest_kcal_mol=74.1 e_tot_ha=-465.7798
C 0.21 1.70 -2.67
C 0.89 1.21 -1.34
C 0.26 1.56 -0.11
C 0.85 1.16 1.08
C 2.02 0.45 1.08
O 2.71 -0.17 2.15
C 2.57 -0.04 -0.14
C 2.03 0.42 -1.32
H 0.87 1.54 -3.61
H 0.05 2.78 -2.71
H -0.87 1.30 -2.76
H -0.66 2.07 -0.27
H 0.33 1.49 2.01
H 2.28 -0.09 3.11
H 3.54 -0.53 -0.05
H 2.54 0.30 -2.24
C -3.79 -0.89 1.10
C -3.00 -1.48 -0.14
C -2.73 -2.90 0.17
H -4.40 0.06 0.99
H -4.59 -1.62 1.29
H -2.87 -0.67 1.68
H -2.24 -0.90 -0.40
H -3.44 -1.50 -1.21
H -3.79 -3.51 0.17
H -2.12 -2.96 1.14
H -2.21 -3.55 -0.59

3.
141
Properties=species:S:1:pos:R:3 method="wB97M-V/def2-TZVPD" max_force_ev_per_a=7.401 e_lumo_ev=2.2 de_lowest_kcal_mol=0.0 charge=-1 e_tot_ha=-4395.3330
Mg -15.71 14.38 9.80
C -18.17 15.39 6.86
F -17.19 15.69 6.04
F -18.19 16.29 7.81
F -19.37 15.39 6.28
S -17.98 13.67 7.64
O -18.87 13.71 8.79
O -18.29 12.72 6.57
N -16.33 13.65 8.26
S -15.48 13.00 7.11
O -15.68 13.50 5.77
O -14.10 13.07 7.54
C -15.87 11.07 7.03
F -16.60 10.69 8.07
F -16.43 10.71 5.87
F -14.74 10.38 7.11
B -16.77 14.91 11.60
H -15.89 14.26 11.57
H -17.41 14.63 12.46
H -16.42 15.95 11.75
H -17.24 14.89 10.61
B -14.96 16.14 9.17
H -14.72 15.91 10.21
H -14.66 17.17 8.90
H -14.47 15.37 8.56
H -16.03 15.98 9.00
C -20.43 13.98 14.60
O -19.51 14.36 13.56
C -20.01 13.95 12.27
C -20.48 15.17 11.54
O -19.38 16.03 11.53
C -19.68 17.23 10.88
C -18.38 17.93 10.56
O -17.67 18.03 11.78
C -16.32 18.45 11.57
H -20.53 12.90 14.67
H -21.41 14.36 14.31
H -20.09 14.33 15.57
H -20.68 13.10 12.35
H -19.26 13.60 11.56
H -21.33 15.58 12.11
H -20.86 14.93 10.54
H -20.36 17.95 11.34
H -20.12 16.95 9.91
H -18.66 18.91 10.16
H -17.78 17.49 9.77
H -15.61 18.40 12.39
H -16.41 19.51 11.34
H -15.91 17.92 10.71
C -11.63 16.11 7.19
O -10.30 16.09 6.72
C -9.46 17.04 7.43
C -8.07 16.79 6.98
O -7.96 17.15 5.62
C -7.69 16.16 4.69
C -6.23 15.67 4.64
O -5.90 14.77 5.69
C -4.52 14.70 5.87
H -12.03 17.04 6.79
H -11.74 15.93 8.26
H -12.09 15.29 6.64
H -9.53 16.94 8.52
H -9.79 18.06 7.19
H -7.73 15.76 7.10
H -7.43 17.32 7.69
H -7.84 16.62 3.72
H -8.38 15.31 4.76
H -5.68 16.60 4.81
H -6.07 15.25 3.65
H -4.18 13.89 6.50
H -4.03 15.58 6.29
H -4.04 14.47 4.91
C -17.51 10.12 14.44
O -17.24 10.20 13.07
C -17.89 11.30 12.48
C -17.53 11.37 10.95
O -16.30 11.97 10.64
C -15.19 11.49 11.40
C -13.95 11.99 10.70
O -14.03 13.39 10.44
C -12.83 14.06 10.76
H -18.54 9.93 14.76
H -17.14 10.96 15.03
H -16.80 9.36 14.79
H -17.71 12.26 12.96
H -18.96 11.10 12.49
H -18.32 11.99 10.53
H -17.50 10.31 10.67
H -15.21 10.40 11.38
H -15.22 11.77 12.45
H -13.76 11.46 9.76
H -13.13 11.62 11.32
H -12.03 13.75 10.08
H -12.44 13.79 11.75
H -12.91 15.14 10.70
C -15.03 22.47 13.18
O -15.75 22.18 12.00
C -16.51 23.33 11.66
C -17.43 22.93 10.45
O -16.94 22.85 9.12
C -15.74 22.08 9.01
C -15.58 21.63 7.49
O -16.53 20.70 7.00
C -16.35 19.41 7.61
H -14.46 21.57 13.43
H -15.69 22.82 13.98
H -14.31 23.26 12.96
H -15.91 24.19 11.36
H -17.16 23.61 12.49
H -18.27 23.62 10.43
H -17.96 22.03 10.75
H -15.66 21.22 9.68
H -14.85 22.70 9.14
H -14.60 21.15 7.43
H -15.55 22.52 6.86
H -15.39 18.89 7.62
H -17.09 18.73 7.19
H -16.58 19.44 8.68
C -12.32 19.46 8.66
O -12.83 20.52 9.44
C -13.27 20.32 10.78
C -12.08 20.37 11.71
O -11.19 19.26 11.47
C -11.62 17.96 11.88
C -10.52 16.90 11.78
O -9.33 17.20 12.49
C -9.47 17.79 13.75
H -12.00 19.88 7.71
H -13.07 18.73 8.35
H -11.47 18.95 9.12
H -13.85 19.39 10.82
H -13.95 21.15 11.00
H -12.28 20.43 12.78
H -11.53 21.27 11.42
H -12.44 17.69 11.21
H -11.97 17.98 12.91
H -10.30 16.60 10.75
H -10.89 15.95 12.18
H -9.89 18.80 13.73
H -8.49 17.82 14.21
H -10.21 17.26 14.36

4.
14
Properties=species:S:1:pos:R:3 method="wB97M-V/def2-TZVPD" max_force_ev_per_a=7.105 e_lumo_ev=0.7 smiles="NNC1=NN=CNN1" de_lowest_kcal_mol=108.0 e_tot_ha=-408.1238
N -2.74 -0.47 -0.01
N -1.68 0.51 -0.12
C -0.34 0.13 0.07
N -0.04 -1.11 0.36
N 1.39 -1.51 -0.21
C 2.33 -0.63 -0.29
N 2.04 0.87 0.16
N 0.62 1.03 -0.10
H -2.55 -1.12 0.71
H -3.04 -1.05 -0.97
H -1.68 1.51 0.10
H 3.39 -0.81 -0.15
H 2.00 0.72 1.34
H 0.31 1.93 -0.89

5.
21
Properties=species:S:1:pos:R:3 method="wB97M-V/def2-TZVPD" max_force_ev_per_a=0.591 e_lumo_ev="-0.9 / -0.9" de_lowest_kcal_mol=143.6 e_tot_ha=-457.5201
C 2.43 0.65 0.78
C 0.81 -1.26 -1.18
C -0.01 -0.98 0.04
O 1.05 0.47 0.91
N -0.38 -1.82 0.87
H -0.84 -1.50 1.71
H 2.96 -0.13 1.36
H 2.74 1.62 1.20
H 2.78 0.60 -0.26
H 1.15 -0.34 -1.65
H 1.68 -1.85 -0.88
H 0.22 -1.83 -1.88
C -2.37 0.35 0.52
C -1.15 0.51 -0.36
O -1.49 0.28 -1.71
N -0.27 1.51 -0.17
H -0.92 0.84 -2.25
H -0.38 1.95 0.74
H -2.84 -0.62 0.34
H -2.08 0.43 1.57
H -3.09 1.14 0.29

6.
32
Properties=species:S:1:pos:R:3 method="wB97M-V/def2-TZVPD" max_force_ev_per_a=0.666 e_lumo_ev="4.1 / 3.4" spin_multiplicity=5 charge=-2 e_tot_ha=-7956.0728
Rh -1.53 -2.27 -0.09
O 3.20 -2.64 -0.12
C 3.53 -1.35 -0.28
C 4.89 -1.02 -0.30
C 5.29 0.30 -0.45
C 4.35 1.31 -0.58
C 3.00 0.98 -0.56
C 2.57 -0.34 -0.42
C 1.10 -0.69 -0.40
O 0.80 -1.89 -0.12
N 0.29 0.31 -0.69
N -1.05 -0.10 -0.72
C -1.84 0.90 -0.67
S -3.56 0.77 -0.93
C -3.92 2.26 0.01
C -2.89 3.31 -0.40
S -1.25 2.54 -0.39
H 2.20 -2.66 -0.09
H 5.61 -1.82 -0.19
H 6.35 0.53 -0.47
H 4.65 2.34 -0.69
H 2.23 1.74 -0.66
H -3.85 1.99 1.07
H -4.94 2.57 -0.22
H -2.87 4.13 0.32
H -3.11 3.70 -1.39
S -4.67 -3.74 3.21
As -3.71 -2.09 2.33
S -3.95 -2.31 0.10
S -1.51 -2.25 2.28
S -4.35 -0.14 2.86
Br -1.07 -4.37 -1.34

7.
117
Properties=species:S:1:pos:R:3 method="wB97M-V/def2-TZVPD" max_force_ev_per_a=0.643 e_lumo_ev=2.9 de_lowest_kcal_mol=0.0 charge=-2 e_tot_ha=-5217.2856
Sn -0.07 1.65 -0.06
O -5.37 -1.57 5.46
N -5.44 -1.21 4.30
O -6.32 -1.57 3.54
C -4.36 -0.34 3.77
C -3.61 0.27 4.70
C -2.61 1.21 4.34
C -1.83 1.87 5.30
C -0.89 2.77 4.88
C -0.75 3.00 3.50
N -1.46 2.38 2.58
C -2.38 1.48 2.99
C -3.14 0.77 1.98
N -2.83 1.03 0.70
C -3.52 0.46 -0.26
C -4.55 -0.45 0.00
C -4.86 -0.77 1.30
C -4.16 -0.13 2.35
H -3.80 0.06 5.75
H -1.97 1.66 6.35
H -0.25 3.30 5.57
H -0.02 3.71 3.13
H -3.24 0.72 -1.28
H -5.08 -0.91 -0.82
H -5.64 -1.47 1.52
C 4.34 3.14 -1.10
O 3.36 2.16 -0.92
Si 3.21 0.66 -1.69
C 4.81 0.47 -2.70
C 3.43 -0.58 -0.29
C 1.71 0.57 -2.65
Si 1.45 1.91 -3.85
C 2.71 1.86 -5.28
C 1.64 3.66 -3.15
C -0.21 1.90 -4.73
Si 0.89 -0.99 -3.08
C 1.43 -2.51 -2.10
C -1.00 -0.97 -2.98
C 1.27 -1.53 -4.87
H 5.02 2.92 -1.94
H 4.95 3.24 -0.20
H 3.87 4.10 -1.31
H 5.70 0.39 -2.07
H 4.96 1.30 -3.41
H 4.73 -0.44 -3.30
H 4.26 -0.23 0.34
H 3.67 -1.58 -0.65
H 2.53 -0.64 0.34
H 3.74 1.93 -4.92
H 2.54 2.67 -6.00
H 2.62 0.91 -5.83
H 2.70 3.96 -3.12
H 1.23 3.75 -2.14
H 1.10 4.36 -3.79
H -0.44 0.94 -5.21
H -0.20 2.66 -5.52
H -1.03 2.14 -4.06
H 1.30 -2.35 -1.03
H 2.48 -2.76 -2.29
H 0.82 -3.37 -2.40
H -1.42 -0.02 -3.32
H -1.43 -1.77 -3.59
H -1.31 -1.13 -1.95
H 2.36 -1.55 -5.03
H 0.85 -0.85 -5.62
H 0.88 -2.54 -5.07
C 2.50 5.83 1.21
C 2.03 4.39 1.27
O 0.97 4.13 0.71
C 2.81 3.41 2.03
C 3.93 3.86 2.76
C 4.69 3.02 3.54
C 4.33 1.66 3.61
C 3.26 1.18 2.91
C 2.47 2.02 2.06
O 1.52 1.44 1.42
H 1.76 6.39 0.65
H 3.46 5.90 0.69
H 2.63 6.26 2.20
H 4.20 4.90 2.70
H 5.55 3.40 4.08
H 4.92 0.99 4.22
H 2.99 0.14 2.94
O -4.02 3.96 -1.04
Cl -3.27 3.54 -2.20
O -3.92 2.39 -2.81
O -3.19 4.62 -3.16
O -1.93 3.15 -1.79
Cl -0.49 -6.37 1.31
C -0.81 -5.79 -0.31
C 0.02 -6.29 -1.30
C -0.22 -6.02 -2.63
C -1.33 -5.26 -2.97
C -2.14 -4.76 -1.97
Cl -3.56 -3.87 -2.45
C -1.89 -4.94 -0.60
N -2.73 -4.33 0.30
C -2.57 -4.08 1.70
C -3.57 -4.55 2.54
C -3.50 -4.35 3.91
C -2.39 -3.70 4.44
C -1.41 -3.21 3.59
C -1.49 -3.35 2.21
C -0.46 -2.71 1.32
C -0.40 -1.17 1.45
O -0.54 -0.65 2.56
O -0.17 -0.58 0.34
H 0.85 -6.91 -1.00
H 0.44 -6.40 -3.40
H -1.57 -5.04 -4.00
H -3.54 -3.91 -0.11
H -4.40 -5.10 2.10
H -4.29 -4.70 4.55
H -2.31 -3.54 5.51
H -0.57 -2.66 4.00
H -0.61 -2.96 0.27
H 0.54 -3.06 1.58

8.
16
Properties=species:S:1:pos:R:3 method="wB97M-V/def2-TZVPD" max_force_ev_per_a=0.277 e_lumo_ev=1.1 smiles=CC[C@H]1O[C@H]1C de_lowest_kcal_mol=25.5 e_tot_ha=-271.7119
C 0.02 0.04 -2.15
C 0.76 -0.39 -0.89
C -0.18 -0.95 0.14
O 0.36 -1.32 1.41
C -0.61 -0.27 1.38
C -0.14 1.09 1.81
H -0.54 -0.79 -2.58
H 0.72 0.40 -2.92
H -0.69 0.85 -1.94
H 1.50 -1.17 -1.13
H 1.33 0.45 -0.47
H -0.88 -1.70 -0.26
H -1.58 -0.57 1.79
H 0.80 1.37 1.34
H 0.01 1.10 2.90
H -0.89 1.85 1.57

9.
36
Properties=species:S:1:pos:R:3 method="wB97M-V/def2-TZVPD" max_force_ev_per_a=1.710 e_lumo_ev=-0.4 smiles=O.O.O.O.O.O.O.O.O.O.O.O de_lowest_kcal_mol=20.8 e_tot_ha=-917.2922
O -15.63 0.26 16.57
H -15.77 -0.72 16.63
H -15.62 0.58 17.48
O -13.71 -5.32 21.19
H -13.91 -4.52 20.61
H -14.00 -5.05 22.07
O -10.70 -2.23 17.92
H -10.94 -2.41 16.99
H -11.54 -2.37 18.37
O -15.96 -2.60 16.62
H -16.54 -2.59 17.41
H -16.36 -3.23 16.00
O -14.40 -2.73 20.21
H -13.77 -2.22 19.66
H -14.49 -2.24 21.04
O -12.48 -5.96 14.94
H -12.07 -5.09 14.81
H -11.94 -6.38 15.65
O -12.19 -2.25 15.44
H -12.36 -1.54 14.80
H -13.08 -2.54 15.72
O -14.99 -5.65 16.35
H -14.10 -5.84 15.93
H -14.98 -6.10 17.23
O -14.26 -6.83 18.93
H -14.91 -7.54 19.04
H -14.20 -6.39 19.85
O -11.00 -6.49 17.32
H -10.98 -7.40 17.67
H -10.79 -5.93 18.07
O -13.45 -3.30 18.00
H -14.33 -3.03 17.66
H -13.54 -4.27 18.12
O -17.16 -2.50 19.23
H -17.47 -1.78 19.80
H -16.20 -2.63 19.45